A 2-piece molecular cluster, CH6N2O2S overall at a distorted geometry. Source: the Open Molecules 2025 dataset; level of theory: the ωB97M-V functional and the def2-TZVPD basis.

Summary:
Spin multiplicity: 3
LUMO energy (alpha / beta) in eV: 0.7 / -3.8
Molecular weight in g/mol: 110.14
E in eV: -19038.0969
Frontier orbital gap (alpha / beta) in eV: 8.447 / 5.543
HOMO energy (alpha / beta) in eV: -7.7 / -9.4
Charge: 0

```
12
Properties=species:S:1:pos:R:3:forces:R:3:lowdin_spin:R:1
C 0.796287 0.721839 -0.418383 12.047 -3.692 -4.893 0.005
N -3.533341 0.100978 0.470481 -4.222 1.301 4.128 0.710
N 0.704126 -0.576086 -1.071207 -0.284 3.062 -3.208 0.056
O -0.206139 1.292510 -0.087440 -9.730 5.881 3.303 0.025
O -1.481425 -1.352595 0.327593 0.997 -1.466 1.588 0.667
S -2.376159 -0.371307 -0.372685 1.738 -0.649 -4.711 0.509
H 1.387541 0.402472 0.452749 0.397 1.082 0.051 0.001
H 1.491332 1.448076 -1.229284 -1.267 -1.770 2.207 0.003
H -3.807077 -0.356379 1.365524 0.454 0.288 -0.921 0.017
H -0.167132 -0.600241 -1.570231 -0.036 -0.557 -0.504 0.002
H 0.721988 -1.220515 -0.395347 -0.219 -3.442 2.748 0.001
H -0.714992 1.678471 -0.813398 0.124 -0.037 0.211 0.005
```
Forces are in eV/Å.


A 2-piece molecular cluster, CH6N2O2S overall at a distorted geometry. Source: the Open Molecules 2025 dataset; level of theory: the ωB97M-V functional and the def2-TZVPD basis.

Summary:
Spin multiplicity: 3
LUMO energy (alpha / beta) in eV: 0.7 / -1.9
Molecular weight in g/mol: 110.14
E in eV: -19039.4537
Frontier orbital gap (alpha / beta) in eV: 6.014 / 7.679
HOMO energy (alpha / beta) in eV: -5.3 / -9.6
Charge: 0

```
12
Properties=species:S:1:pos:R:3:forces:R:3:lowdin_spin:R:1
C -0.716153 -0.553408 -0.599344 0.080 -2.249 -0.217 0.027
N -0.532039 -1.233023 0.447476 1.442 -1.202 -0.261 0.022
N -1.390497 0.573232 -0.710797 -1.135 3.228 -1.789 0.010
O 2.213359 -1.374730 0.094459 0.672 0.828 0.145 0.278
O 1.522009 1.016339 0.788827 -1.196 -0.618 1.420 0.302
S 2.103925 0.134420 -0.566232 1.130 -1.092 -2.497 1.297
H -0.290036 -1.074391 -1.426083 -0.340 0.254 -1.600 0.011
H 1.408654 -1.847774 0.374587 -0.858 0.624 0.410 0.017
H -0.720401 -0.665859 1.209475 -0.958 0.950 2.543 0.003
H 2.314316 1.337562 1.212757 0.611 0.477 0.597 0.031
H -1.425587 1.166747 0.162930 -0.267 -0.682 -1.931 0.001
H -1.627107 0.933046 -1.716477 0.818 -0.519 3.180 0.000
```
Forces are in eV/Å.


An isolated ion of composition CH6N2O3P and charge +1 at a distorted geometry. Source: the Open Molecules 2025 dataset; level of theory: the ωB97M-V functional and the def2-TZVPD basis.

Summary:
LUMO energy (alpha / beta) in eV: -6.8 / -6.7
Molecular weight in g/mol: 125.04
E in eV: -19535.9589
SMILES: CO[P@](=[NH2+])(O)N=O
Frontier orbital gap (alpha / beta) in eV: 8.566 / 8.526
HOMO energy (alpha / beta) in eV: -15.3 / -15.2
Charge: +1

```
13
Properties=species:S:1:pos:R:3:forces:R:3:nbo_charge:R:1
C 0.719878 -0.579251 -1.242888 5.052 -1.911 -1.823 -0.280
O 0.857864 0.021139 0.014566 -0.913 0.984 1.439 -0.756
P -0.294092 -0.142268 1.021093 -1.400 -0.591 0.712 2.375
N -1.551453 0.839216 0.733113 -0.477 -0.392 2.295 -1.172
O 0.206766 0.194054 2.402793 0.145 0.611 1.347 -0.951
N -0.670235 -1.898341 1.012552 -2.570 -2.557 6.315 -0.235
O -1.127708 -2.409596 2.212909 2.822 3.677 -7.158 -0.102
H 1.612966 -1.365949 -1.254828 -2.128 1.460 -0.389 0.232
H 0.903668 0.112113 -2.058902 -0.080 0.346 0.257 0.232
H -0.172940 -1.064133 -1.365267 -2.300 -1.287 -0.317 0.192
H -1.764278 0.891805 -0.201197 -0.613 0.424 -2.942 0.422
H -2.437595 1.042825 1.272342 1.761 -0.686 -0.179 0.484
H 1.144481 0.108213 2.565589 0.702 -0.078 0.443 0.558
```
Forces are in eV/Å.


A 3-piece molecular cluster, CH6N2OS2 overall at a distorted geometry. Source: the Open Molecules 2025 dataset; level of theory: the ωB97M-V functional and the def2-TZVPD basis.

Summary:
Spin multiplicity: 3
LUMO energy (alpha / beta) in eV: 0.6 / -3.5
Molecular weight in g/mol: 126.21
E in eV: -27828.0118
Frontier orbital gap (alpha / beta) in eV: 8.298 / 6.073
HOMO energy (alpha / beta) in eV: -7.7 / -9.6
Charge: 0

```
12
Properties=species:S:1:pos:R:3:forces:R:3:lowdin_spin:R:1
C 3.368579 1.678493 0.544706 3.373 -2.234 -2.402 0.000
N -3.497641 -0.453898 0.622156 -0.081 -2.481 4.102 0.023
N 3.570101 1.892171 -0.701299 -0.080 0.355 0.565 0.000
O -1.655695 -2.347867 -2.511746 0.194 0.545 -3.898 0.360
S -0.464430 -1.682113 -0.109253 3.179 2.154 2.510 0.972
S -1.756217 -2.576358 -1.104794 -3.260 -2.803 1.281 0.642
H 4.127944 1.066243 1.068256 -0.249 0.680 0.430 0.000
H 2.445848 1.728602 0.992677 -2.212 0.902 0.871 0.000
H -3.016889 0.191337 0.100215 0.945 1.835 -1.233 0.001
H -3.159359 -0.520626 1.664114 -1.353 0.401 -3.086 0.001
H -4.485464 -0.575403 0.441818 0.381 0.354 0.320 0.000
H 4.523224 1.599424 -1.006850 -0.838 0.291 0.540 0.000
```
Forces are in eV/Å.


A 2-piece molecular cluster, CH6N2P overall at a distorted geometry. Source: the Open Molecules 2025 dataset; level of theory: the ωB97M-V functional and the def2-TZVPD basis.

Summary:
LUMO energy (alpha / beta) in eV: -6.0 / -8.1
Molecular weight in g/mol: 77.05
E in eV: -13391.7682
Frontier orbital gap (alpha / beta) in eV: 8.939 / 4.718
HOMO energy (alpha / beta) in eV: -14.9 / -12.8
Charge: +1

```
10
Properties=species:S:1:pos:R:3:forces:R:3:nbo_charge:R:1
C -0.920580 -0.277252 0.594010 0.148 0.274 -2.095 0.599
N -1.303758 -1.257022 -0.205320 0.821 0.998 1.796 -0.791
N -0.641084 0.909271 0.011612 -0.150 -2.865 2.776 -0.799
P 2.304932 0.695314 -0.225938 -0.176 0.120 -0.691 0.326
H -1.409444 -0.952877 -1.176594 -0.182 -1.284 -0.009 0.415
H -1.400535 -2.191691 0.197984 -0.261 0.335 -0.864 0.462
H -0.885272 0.910805 -0.937022 -0.541 1.302 -1.689 0.408
H -0.597989 1.665551 0.645565 0.217 1.327 -0.064 0.445
H 2.025395 1.101523 1.090044 0.259 -0.346 0.362 -0.044
H 2.828339 -0.603622 0.005656 -0.135 0.139 0.475 -0.021
```
Forces are in eV/Å.


An isolated molecule of CH6N2P2 at a distorted geometry. Source: the Open Molecules 2025 dataset; level of theory: the ωB97M-V functional and the def2-TZVPD basis.

Summary:
LUMO energy (alpha / beta) in eV: -0.9 / 0.2
Molecular weight in g/mol: 108.02
E in eV: -22687.0044
Frontier orbital gap (alpha / beta) in eV: 6.865 / 7.740
HOMO energy (alpha / beta) in eV: -7.8 / -7.6
Charge: 0

```
11
Properties=species:S:1:pos:R:3:forces:R:3:nbo_charge:R:1
C 1.704738 -0.575693 -0.214263 0.053 -1.484 -0.377 -0.820
N -1.664049 -0.658666 0.815859 0.644 0.288 2.282 -0.482
N -1.454024 0.171187 -0.163867 -3.574 -4.819 -2.874 -0.665
P 1.486014 0.997764 0.242807 0.790 1.452 1.507 0.311
P -0.817226 1.584895 0.175846 1.978 3.548 -1.968 0.597
H 1.457992 -1.332463 0.509243 0.308 -0.444 -0.020 0.206
H 2.097896 -0.874203 -1.163538 -0.189 -0.163 -0.509 0.205
H -1.874136 -1.620714 0.621068 -0.319 -0.174 -1.139 0.333
H -1.834165 -0.134134 -1.119241 1.217 0.871 1.492 0.390
H 1.514106 0.627866 1.638377 -0.515 0.705 -0.356 -0.027
H -0.617150 1.814160 -1.342292 -0.394 0.221 1.962 -0.048
```
Forces are in eV/Å.


An isolated molecule of CH6N2S2 at a distorted geometry. Source: the Open Molecules 2025 dataset; level of theory: the ωB97M-V functional and the def2-TZVPD basis.

Summary:
LUMO energy in eV: 0.7
Molecular weight in g/mol: 110.21
E in eV: -25782.5544
SMILES: NNC(S)S
Frontier orbital gap in eV: 9.608
HOMO energy in eV: -8.9
Charge: 0

```
11
Properties=species:S:1:pos:R:3:forces:R:3:nbo_charge:R:1
N -1.605337 -0.000088 -0.446118 0.614 0.411 1.913 -0.645
N -0.397389 -0.582034 0.201722 -3.356 0.553 -0.499 -0.510
C 0.700585 0.051680 -0.315859 1.885 2.687 -2.415 -0.217
S 0.968489 1.941360 0.387468 -0.978 -1.242 0.288 -0.194
S 2.225237 -0.893174 0.010201 -1.760 -1.307 1.397 0.031
H -1.780135 -0.525420 -1.239627 -0.518 -1.959 -1.639 0.340
H -1.364873 0.885029 -0.870535 0.258 0.708 0.603 0.340
H -0.630183 -0.460498 1.198040 0.944 -0.112 -0.615 0.385
H 0.518213 0.316853 -1.542351 0.751 -1.147 3.561 0.235
H 0.198813 1.767305 1.533869 0.683 0.058 -0.982 0.127
H 2.916950 -0.271728 -0.840208 1.479 1.350 -1.612 0.109
```
Forces are in eV/Å.


An isolated molecule of CH6N2Si at a distorted geometry. Source: the Open Molecules 2025 dataset; level of theory: the ωB97M-V functional and the def2-TZVPD basis.

Summary:
Spin multiplicity: 3
LUMO energy (alpha / beta) in eV: 0.9 / -0.7
Molecular weight in g/mol: 74.16
E in eV: -11988.3964
Frontier orbital gap (alpha / beta) in eV: 7.677 / 9.369
HOMO energy (alpha / beta) in eV: -6.7 / -10.1
Charge: 0

```
10
Properties=species:S:1:pos:R:3:forces:R:3:lowdin_spin:R:1
C -1.365632 -1.392682 -0.301228 1.701 1.579 -0.725 0.139
N 0.664992 1.217913 0.304600 -1.417 0.358 0.050 0.398
N 1.920557 1.714549 0.437777 0.392 0.724 0.770 0.678
Si 0.175595 -0.228669 -0.688357 0.111 0.220 -0.194 0.672
H -1.320279 -2.136108 -1.129229 -0.752 0.865 0.353 0.003
H -1.018322 -1.902038 0.557471 -0.053 -0.618 1.289 0.017
H -2.218520 -0.736935 -0.098902 -0.229 -0.857 -0.439 0.001
H -0.040549 1.930055 0.488682 -0.131 -0.480 -0.017 0.009
H 1.843845 2.613691 1.023527 -0.015 -1.593 -1.050 0.017
H 1.358313 -1.079775 -0.594343 0.393 -0.198 -0.036 0.065
```
Forces are in eV/Å.


An isolated ion of composition CH6N3O and charge +1 at a distorted geometry. Source: the Open Molecules 2025 dataset; level of theory: the ωB97M-V functional and the def2-TZVPD basis.

Summary:
LUMO energy in eV: -3.4
Molecular weight in g/mol: 76.08
E in eV: -7643.6953
SMILES: NC(=[NH2+])NO
Frontier orbital gap in eV: 11.665
HOMO energy in eV: -15.1
Charge: +1

```
11
Properties=species:S:1:pos:R:3:forces:R:3:nbo_charge:R:1
N -1.513807 0.573063 -0.023485 1.532 -3.970 -0.272 -0.783
C -0.253157 -0.073925 -0.037660 -4.015 1.548 0.229 0.649
N -0.276596 -1.359391 -0.026014 -2.020 -3.004 -1.260 -0.752
N 0.859240 0.646597 -0.043897 -1.776 3.337 0.319 -0.274
O 2.081306 0.065612 -0.071265 0.616 -0.476 -0.685 -0.505
H -1.365253 1.502615 0.024601 -0.606 3.789 0.259 0.386
H -2.441343 0.154224 0.285733 2.261 0.613 -0.537 0.457
H -1.092634 -1.940961 -0.493070 2.439 1.759 1.644 0.466
H 0.623834 -1.740997 0.064966 1.077 -1.379 -0.169 0.428
H 0.691156 1.692841 -0.254773 1.205 -2.216 0.444 0.413
H 2.687257 0.480325 0.574868 -0.712 -0.001 0.027 0.514
```
Forces are in eV/Å.


A 2-piece molecular cluster, CH6N3O overall at a distorted geometry. Source: the Open Molecules 2025 dataset; level of theory: the ωB97M-V functional and the def2-TZVPD basis.

Summary:
LUMO energy in eV: -3.6
Molecular weight in g/mol: 76.08
E in eV: -7642.4840
Frontier orbital gap in eV: 10.710
HOMO energy in eV: -14.3
Charge: +1

```
11
Properties=species:S:1:pos:R:3:forces:R:3:nbo_charge:R:1
C 1.673681 -1.063087 -0.512775 -0.178 0.453 -0.920 0.703
N 2.428390 -1.595243 0.201309 1.610 -2.767 1.738 -0.613
N -1.699719 1.207319 0.639221 0.666 -1.886 -1.453 -0.325
N 0.975766 -0.276662 -1.176428 -1.183 0.012 -0.915 -0.864
O -0.792302 0.184175 0.602793 0.299 -0.665 0.801 -0.551
H 2.632807 -2.531582 0.657902 -0.681 2.061 -0.929 0.474
H -1.410307 2.022225 0.210747 1.186 2.419 -1.539 0.410
H -1.914796 1.444116 1.541331 -0.341 0.499 3.522 0.417
H -2.548590 0.924240 0.232658 -1.697 -0.654 -1.063 0.412
H 0.789062 -0.474793 -2.180235 0.507 0.174 1.104 0.439
H -0.133992 0.159292 -0.216524 -0.188 0.354 -0.346 0.498
```
Forces are in eV/Å.


The records above give, respectively, relative energy (zero: lowest compared OMol25 entry of this formula, charge and spin) values of 130.9; 0.0; 129.7; 46.7; 421.3; 381.8; 227.2; 0.0; 86.0; 202.8 kJ/mol.